1.
{
  "formula": "C5H13N3",
  "method": "wB97M-V/def2-TZVPD",
  "elements": ["C", "C", "C", "C", "N", "C", "N", "N", "H", "H", "H", "H", "H", "H", "H", "H", "H", "H", "H", "H", "H"],
  "coordinates": [[1.74, 1.99, -1.64], [1.13, 2.18, -0.26], [1.41, 0.99, 0.68], [0.85, -0.31, 0.09], [-0.61, -0.30, -0.12], [-1.39, -1.37, 0.25], [-1.43, -1.69, 1.59], [-2.25, -1.82, -0.59], [1.19, 1.29, -2.27], [1.75, 2.93, -2.22], [2.79, 1.69, -1.61], [1.49, 3.11, 0.17], [0.05, 2.28, -0.34], [1.12, 1.13, 1.71], [2.47, 0.83, 0.96], [1.33, -0.49, -0.86], [1.07, -1.20, 0.68], [-0.84, 0.00, -1.06], [-0.57, -1.45, 2.10], [-1.71, -2.62, 1.90], [-2.79, -2.64, -0.38]],
  "mulliken_spin": [0.2521, 0.1740, 0.9855, 1.1608, -1.3416, 2.3886, 0.2291, -0.3167, -0.0620, -0.1221, -0.0329, -0.1030, -0.0182, -0.3856, -0.1763, 0.1947, -0.8454, 0.0423, -0.1610, -0.7652, -0.0971],
  "multiplicity": 2,
  "de_lowest_ev": 0.349,
  "total_charge": -1,
  "lumo_energy_ev": [3.79, 3.60],
  "orbital_gap_ev": [2.58, 8.54]
}



2.
{
  "formula": "C10H28ClO6Sr",
  "method": "wB97M-V/def2-TZVPD",
  "elements": ["Sr", "Cl", "C", "C", "C", "O", "H", "H", "H", "H", "H", "H", "H", "H", "C", "C", "C", "O", "H", "H", "H", "H", "H", "H", "H", "H", "C", "C", "O", "O", "H", "H", "H", "H", "H", "H", "C", "C", "O", "O", "H", "H", "H", "H", "H", "H"],
  "coordinates": [[-11.38, -30.91, -0.82], [-10.84, -31.23, -3.56], [-9.86, -29.99, -7.27], [-8.85, -29.09, -6.55], [-8.53, -27.85, -7.35], [-9.36, -28.69, -5.28], [-10.12, -30.87, -6.67], [-9.54, -30.34, -8.25], [-10.80, -29.45, -7.42], [-7.93, -29.69, -6.42], [-7.65, -27.32, -6.99], [-9.37, -27.15, -7.35], [-8.36, -28.14, -8.38], [-9.56, -29.47, -4.74], [-13.88, -27.54, -1.32], [-13.86, -28.45, -2.52], [-12.98, -27.92, -3.65], [-13.35, -29.76, -2.07], [-14.58, -27.88, -0.55], [-14.22, -26.54, -1.60], [-12.86, -27.43, -0.93], [-14.86, -28.61, -2.91], [-12.73, -28.74, -4.33], [-12.05, -27.51, -3.26], [-13.47, -27.12, -4.20], [-13.33, -30.27, -2.90], [-7.03, -34.88, -3.08], [-8.00, -33.86, -3.57], [-8.04, -32.75, -2.66], [-7.29, -35.12, -1.70], [-5.98, -34.60, -3.22], [-7.23, -35.80, -3.65], [-8.98, -34.33, -3.67], [-7.69, -33.53, -4.57], [-8.44, -32.02, -3.14], [-6.83, -35.92, -1.44], [-13.70, -32.27, -6.15], [-12.86, -33.46, -5.69], [-11.48, -33.25, -5.98], [-13.58, -31.15, -5.27], [-14.75, -32.51, -6.25], [-13.30, -31.98, -7.13], [-13.19, -34.37, -6.20], [-12.97, -33.58, -4.61], [-11.24, -32.53, -5.39], [-12.67, -31.12, -4.94]],
  "mulliken_charge": [1.6659, -0.6190, -1.0513, 0.7613, -1.4392, -0.4617, 0.1581, 0.4412, 0.2840, 0.1564, 0.3581, 0.3473, 0.3731, 0.1892, -1.3841, 0.5798, -1.0150, -0.4629, 0.3544, 0.3494, 0.3368, 0.2096, 0.2533, 0.2734, 0.4020, 0.2775, -0.5377, -0.2034, -0.5142, -0.5202, 0.3219, 0.3239, 0.2295, 0.3229, 0.2790, 0.3074, -0.2772, -0.4618, -0.4568, -0.4427, 0.3681, 0.2509, 0.4069, 0.2174, -0.0385, 0.0871],
  "de_lowest_ev": 0.000,
  "total_charge": 1,
  "lumo_energy_ev": -5.39,
  "orbital_gap_ev": 6.67
}



3.
{
  "formula": "C21H16BrN3O6Rb",
  "method": "wB97M-V/def2-TZVPD",
  "elements": ["Rb", "O", "C", "O", "C", "C", "C", "C", "C", "N", "C", "O", "O", "H", "H", "H", "H", "H", "C", "O", "C", "C", "C", "Br", "C", "C", "C", "O", "C", "N", "C", "C", "C", "C", "C", "C", "N", "H", "H", "H", "H", "H", "H", "H", "H", "H", "H", "H"],
  "coordinates": [[13.10, 13.25, 5.10], [16.89, 14.65, 7.86], [15.78, 14.03, 7.31], [15.77, 13.48, 6.18], [14.61, 14.14, 8.25], [14.86, 14.35, 9.62], [13.79, 14.65, 10.46], [12.49, 14.52, 10.00], [12.33, 14.17, 8.65], [13.34, 14.00, 7.83], [10.96, 14.07, 7.96], [9.95, 14.68, 8.68], [10.75, 13.45, 6.95], [17.61, 14.53, 7.18], [15.88, 14.32, 10.00], [14.00, 14.93, 11.51], [11.58, 14.61, 10.59], [10.25, 15.34, 9.35], [11.08, 16.50, 5.14], [10.84, 15.30, 4.37], [9.62, 14.70, 4.43], [8.41, 15.34, 4.57], [7.21, 14.62, 4.85], [5.52, 15.45, 5.01], [7.33, 13.26, 4.91], [8.50, 12.57, 4.60], [9.67, 13.24, 4.24], [10.65, 12.58, 3.83], [8.46, 11.14, 4.72], [9.39, 10.26, 4.25], [8.90, 8.94, 4.47], [9.49, 7.71, 4.20], [8.76, 6.60, 4.52], [7.54, 6.71, 5.24], [7.01, 7.93, 5.62], [7.69, 9.05, 5.18], [7.45, 10.43, 5.34], [10.63, 16.34, 6.16], [10.53, 17.37, 4.66], [12.16, 16.66, 5.15], [8.33, 16.43, 4.53], [6.39, 12.74, 5.14], [10.13, 10.57, 3.64], [10.48, 7.66, 3.81], [9.14, 5.59, 4.27], [7.08, 5.74, 5.51], [6.11, 8.02, 6.25], [6.59, 10.78, 5.83]],
  "mulliken_charge": [0.8395, -0.4306, 0.1978, -0.5941, 0.4759, -0.3303, -0.5894, -0.5191, 0.2408, -0.0582, 0.4639, -0.4837, -0.3781, 0.3876, 0.4057, 0.4097, 0.5213, 0.3483, -0.6868, -0.3674, 0.3342, -0.5215, -0.6059, -0.2035, -0.4533, 0.6634, 0.7879, -0.9845, 0.0614, 0.0705, 0.3161, -0.6888, -0.5385, -0.3809, -0.8743, 0.6542, -0.0032, 0.2805, 0.2669, 0.2572, 0.3403, 0.3236, 0.2432, 0.4181, 0.3543, 0.3358, 0.3622, 0.3319],
  "de_lowest_ev": 0.891,
  "total_charge": 1,
  "lumo_energy_ev": -3.62,
  "orbital_gap_ev": 5.75
}



4.
{
  "formula": "C5H11NO",
  "method": "wB97M-V/def2-TZVPD",
  "elements": ["C", "C", "C", "N", "C", "C", "O", "H", "H", "H", "H", "H", "H", "H", "H", "H", "H", "H"],
  "coordinates": [[1.36, -0.13, -1.55], [1.36, -0.73, -0.12], [1.13, -0.01, 1.25], [0.16, -0.80, 0.60], [-1.23, -0.66, 0.29], [-1.79, 0.75, 0.13], [-1.73, 1.48, 1.34], [0.44, -0.44, -2.08], [2.18, -0.56, -2.16], [1.42, 0.96, -1.63], [2.01, -1.60, -0.04], [1.24, 1.09, 1.21], [1.33, -0.39, 2.27], [-1.41, -1.25, -0.62], [-1.76, -1.14, 1.12], [-1.28, 1.27, -0.69], [-2.85, 0.67, -0.13], [-0.82, 1.44, 1.66]],
  "mulliken_charge": [-1.2002, 0.1294, -0.7734, -0.0640, -0.5973, -0.3265, -0.5048, 0.2564, 0.3359, 0.3064, 0.3580, 0.3159, 0.2626, 0.3675, 0.2569, 0.2369, 0.3265, 0.3139],
  "de_lowest_ev": 3.042,
  "total_charge": 0,
  "lumo_energy_ev": 1.00,
  "orbital_gap_ev": 9.48
}



5.
{
  "formula": "C25H34MnN2O",
  "method": "wB97M-V/def2-TZVPD",
  "elements": ["C", "C", "H", "H", "H", "H", "H", "H", "C", "C", "C", "C", "H", "H", "H", "H", "N", "C", "C", "N", "C", "C", "C", "H", "H", "C", "H", "H", "Mn", "C", "H", "H", "H", "C", "C", "C", "C", "C", "C", "C", "C", "C", "C", "C", "C", "O", "H", "H", "H", "H", "H", "H", "H", "H", "H", "H", "H", "H", "H", "H", "H", "H", "H"],
  "coordinates": [[2.49, -0.97, -0.27], [2.48, 1.59, -1.36], [3.06, -0.36, 0.45], [3.01, -1.11, -1.21], [1.77, -1.71, 0.05], [1.71, 2.32, -1.64], [3.07, 1.77, -0.48], [3.00, 1.18, -2.24], [1.27, 0.12, 2.18], [0.64, 0.22, 3.43], [-0.66, 0.70, 3.52], [-1.28, 1.09, 2.37], [2.31, -0.22, 2.07], [1.19, -0.08, 4.31], [-1.19, 0.80, 4.46], [-2.26, 1.56, 2.39], [0.64, 0.46, 1.04], [-0.64, 0.94, 1.14], [-1.27, 1.42, -0.07], [-0.55, 1.31, -1.23], [-1.20, 1.71, -2.35], [-3.15, 2.51, -1.13], [-2.47, 2.32, -2.33], [-0.68, 1.54, -3.31], [-2.90, 2.65, -3.26], [-2.54, 2.03, 0.00], [-3.01, 2.14, 0.96], [-4.09, 3.03, -1.07], [1.38, 0.32, -0.81], [0.98, -0.72, -2.51], [1.69, -0.40, -3.30], [-0.02, -0.31, -2.74], [0.94, -1.82, -2.57], [-2.47, -3.57, -3.60], [-1.94, -2.75, -2.42], [-2.98, -1.73, -1.97], [-1.45, -3.63, -1.29], [-1.32, -5.00, -1.41], [-0.90, -5.79, -0.33], [-0.68, -5.20, 0.92], [-0.75, -3.84, 1.09], [-0.48, -3.21, 2.46], [-1.26, -3.92, 3.57], [1.01, -3.28, 2.79], [-0.92, -3.00, -0.09], [-0.52, -1.80, -0.11], [-3.32, -4.19, -3.28], [-1.69, -4.22, -4.01], [-2.82, -2.91, -4.40], [-1.07, -2.17, -2.77], [-3.89, -2.23, -1.61], [-2.56, -1.11, -1.17], [-3.25, -1.08, -2.81], [-1.57, -5.48, -2.36], [-0.79, -6.86, -0.46], [-0.44, -5.82, 1.79], [-0.79, -2.16, 2.41], [-0.90, -4.94, 3.71], [-1.15, -3.38, 4.51], [-2.33, -3.96, 3.33], [1.62, -2.84, 1.99], [1.23, -2.74, 3.72], [1.32, -4.33, 2.91]],
  "mulliken_spin": [-0.2732, -0.2508, 0.0260, 0.0377, 0.0594, 0.0399, 0.0413, 0.0303, 0.0380, 0.0779, 0.1046, -0.0469, 0.0139, 0.0077, 0.0153, 0.0257, 0.1802, 0.1511, 0.0745, 0.1584, -0.0228, 0.0421, 0.1083, -0.0010, 0.0084, 0.0227, 0.0282, 0.0056, 3.4002, -0.1320, 0.0051, 0.0155, 0.0189, -0.0010, 0.0201, 0.0363, 0.1228, -0.0989, 0.2609, -0.0853, 0.1350, -0.0123, 0.0186, 0.0414, 0.1776, 0.3727, 0.0013, 0.0011, -0.0011, 0.0151, -0.0051, -0.0065, -0.0040, 0.0030, 0.0098, 0.0047, 0.0013, 0.0001, 0.0016, -0.0072, -0.0114, -0.0015, 0.0004],
  "multiplicity": 6,
  "total_charge": 0,
  "lumo_energy_ev": [0.38, -1.73],
  "orbital_gap_ev": [5.24, 6.57]
}



6.
{
  "formula": "CH3IS3",
  "method": "wB97M-V/def2-TZVPD",
  "elements": ["C", "S", "S", "S", "I", "H", "H", "H"],
  "coordinates": [[-0.81, -0.08, -0.50], [-0.71, 0.73, 1.15], [-1.15, 2.57, 0.69], [1.95, -1.08, 1.47], [3.00, -1.45, -0.56], [0.31, -0.41, -0.68], [-1.17, 0.68, -1.19], [-1.43, -0.95, -0.38]],
  "mulliken_spin": [-0.0106, 0.3361, 0.6633, 0.8220, 0.1732, 0.0091, -0.0029, 0.0097],
  "multiplicity": 3,
  "de_lowest_ev": 0.000,
  "total_charge": 0,
  "lumo_energy_ev": [-0.80, -2.90],
  "orbital_gap_ev": [7.51, 5.98]
}



| no. | electronic energy (hartree) |
| --- | --- |
| 1 | -362.52410 |
| 2 | -1339.95735 |
| 3 | -4023.53612 |
| 4 | -327.01957 |
| 5 | -2308.56801 |
| 6 | -1532.08893 |